[1]
DFT (the ωB97M-V functional and the def2-TZVPD basis) results for 2 unconnected molecules or ions with the total composition C2H2NO2P in a non-equilibrium geometry.

Structure (XYZ):
```
8
Properties=species:S:1:pos:R:3:forces:R:3
O 3.68882 0.23505 0.17582 -1.5 0.2 0.9
N 2.62507 0.37858 0.72879 4.0 -0.6 -2.2
P 1.32672 0.56505 1.37727 -2.0 0.4 2.0
C -2.46083 -0.82516 -0.32885 2.0 1.4 -1.2
C -1.54783 -0.13513 -0.70821 -1.5 -1.5 1.7
O -0.58413 0.69748 -0.68517 1.8 1.5 -1.1
H -3.34982 -1.24394 -0.09173 -2.0 -1.3 0.4
H 0.30200 0.32806 -0.46792 -0.8 -0.1 -0.5
```
Forces are in eV/Å.

**Gap between HOMO and LUMO**: 9.065 eV
**ΔE to the lowest compared entry with this formula, charge and spin**: 124.4 kcal/mol
**SMILES**: [O-][N+]#P.C#CO
**HOMO**: -9.55 eV
**Total charge**: 0
**LUMO energy**: -0.48 eV

=====

[2]
DFT (the ωB97M-V functional and the def2-TZVPD basis) results for 2 unconnected molecules or ions with the total composition C2H2NO2S2 in a non-equilibrium geometry.

Structure (XYZ):
```
9
Properties=species:S:1:pos:R:3:forces:R:3
C -0.84558 1.55469 0.01528 -0.2 0.3 0.0
C 1.52449 -0.55013 0.08803 -0.4 -0.1 -0.1
N 0.25202 -0.48180 0.01491 0.9 0.2 0.2
O -0.74251 1.75231 -1.11646 0.1 0.2 -1.4
O -1.00821 1.62878 1.15393 -0.1 0.1 1.4
S -0.75626 -1.76331 -0.20117 0.6 -1.0 -0.1
S -2.59632 -1.04357 -0.17122 -1.0 0.2 0.0
H 2.07183 0.37267 0.21986 0.1 0.2 0.0
H 2.10054 -1.46965 -0.00316 0.0 -0.2 0.0
```
Forces are in eV/Å.

**Gap between HOMO and LUMO**: 6.113 eV
**ΔE to the lowest compared entry with this formula, charge and spin**: 24.4 kcal/mol
**HOMO**: -2.38 eV
**Total charge**: -1
**LUMO energy**: 3.74 eV

=====

[3]
DFT (the ωB97M-V functional and the def2-TZVPD basis) results for a gas-phase ion, C2H2NO2S2 (charge -1) in a non-equilibrium geometry.

Structure (XYZ):
```
9
Properties=species:S:1:pos:R:3:forces:R:3
C -1.05535 0.09183 0.04982 0.4 -0.3 1.3
C 0.09859 -0.16183 1.07846 0.1 -0.2 0.2
N -0.66891 0.34024 -1.17171 0.3 0.6 -1.5
O -2.20299 0.01973 0.46765 -0.4 0.0 0.2
O 1.29894 -0.39760 -2.54885 0.2 -0.3 -0.1
S 1.71070 0.24275 0.42123 0.0 0.1 -0.2
S 0.83380 0.63460 -1.61946 -0.3 0.1 0.3
H -0.09036 0.44746 1.96269 -0.1 -0.1 -0.1
H 0.07558 -1.21715 1.36016 -0.2 0.1 0.0
```
Forces are in eV/Å.

**Gap between HOMO and LUMO**: 8.129 eV
**ΔE to the lowest compared entry with this formula, charge and spin**: 17.4 kcal/mol
**HOMO**: -4.60 eV
**Total charge**: -1
**LUMO energy**: 3.53 eV

=====

[4]
DFT (the ωB97M-V functional and the def2-TZVPD basis) results for a gas-phase ion, C2H2NO3 (charge -1) in a non-equilibrium geometry.

Structure (XYZ):
```
8
Properties=species:S:1:pos:R:3:forces:R:3
O -2.18397 -0.63398 0.44524 0.5 -0.7 0.0
C -1.08755 -0.51121 -0.12280 -2.9 0.8 -0.4
N -0.18154 0.36955 0.30928 1.8 -1.1 -0.3
C 1.24034 0.33198 -0.15752 -0.6 1.8 0.2
O 1.45586 -0.34629 -1.16198 0.6 -0.1 0.2
O 1.88493 1.14195 0.55744 0.5 -1.1 -0.7
H -1.02478 -0.94072 -1.16267 1.0 0.3 1.0
H -0.10327 0.58871 1.29299 -0.9 0.2 0.0
```
Forces are in eV/Å.

**Gap between HOMO and LUMO**: 9.260 eV
**ΔE to the lowest compared entry with this formula, charge and spin**: 8.7 kcal/mol
**SMILES**: O=CNC(=O)[O-]
**HOMO**: -5.00 eV
**Total charge**: -1
**LUMO energy**: 4.26 eV

=====

[5]
DFT (the ωB97M-V functional and the def2-TZVPD basis) results for a molecular structure, C2H2NO4S2 in a non-equilibrium geometry.

Structure (XYZ):
```
11
Properties=species:S:1:pos:R:3:forces:R:3
C 0.37319 1.13511 -0.47124 -0.7 2.2 -1.4
C 2.33638 1.08889 0.46046 0.3 -0.5 -0.1
N -0.32641 0.48173 0.27142 -1.5 -2.2 1.3
O 3.78699 -1.23222 -0.15182 -0.1 -0.2 -0.1
O 0.55783 1.91887 -1.31770 0.6 0.4 -0.3
O 1.53899 -1.69639 0.76239 2.2 -0.8 -2.2
O 1.79027 -0.74508 -1.53139 0.6 0.2 1.2
S 3.83420 1.56868 0.74994 0.5 0.7 0.4
S 2.46863 -0.66343 -0.23275 -0.2 -1.9 -0.6
H 1.05334 -1.19918 1.36318 -1.4 1.8 1.8
H -0.30635 -0.51806 0.08605 -0.2 0.3 0.1
```
Forces are in eV/Å.

**Gap between HOMO and LUMO**: 7.172 eV
**ΔE to the lowest compared entry with this formula, charge and spin**: 65.3 kcal/mol
**HOMO**: -3.75 eV
**Total charge**: -1
**LUMO energy**: 3.42 eV

=====

[6]
DFT (the ωB97M-V functional and the def2-TZVPD basis) results for a molecular structure, C2H2NOP in a non-equilibrium geometry.

Structure (XYZ):
```
7
Properties=species:S:1:pos:R:3:forces:R:3
C 0.45636 1.03507 0.75030 0.1 -1.0 -1.6
C 0.33108 -0.35531 0.76865 0.4 -0.9 2.6
N 0.05042 1.12048 -0.45760 -0.8 2.2 -0.3
O -0.63018 -1.41411 -1.38437 -0.2 1.0 0.2
P -0.30519 -1.75044 0.16120 -0.1 -0.5 -0.2
H 0.77320 1.76193 1.48040 0.2 0.2 0.1
H -0.67568 -0.39762 -1.31859 0.5 -1.0 -0.8
```
Forces are in eV/Å.

**Gap between HOMO and LUMO (spin up / spin down)**: 6.707 / 6.669 eV
**ΔE to the lowest compared entry with this formula, charge and spin**: 28.1 kcal/mol
**HOMO (spin up / spin down)**: -7.36 / -9.24 eV
**Total charge**: 0
**LUMO energy (spin up / spin down)**: -0.65 / -2.57 eV
**Spin multiplicity**: 3